Record 1
Entry from the Open Molecules 2025 dataset: a structure of composition C32H39N5Tb at a distorted geometry (wB97M-V/def2-TZVPD).

Values from the calculation:
Kohn-Sham gap (spin up / spin down) ... 3.42 / 3.67 eV
Expectation value of S² ... 12.771
Total charge ... -1
Multiplicity ... 7

Geometry (Å):
Tb (0.25201, -0.01400, 0.76408)
N (-1.23356, -2.96079, 2.76435)
N (3.04412, -1.66602, -0.07069)
C (0.70653, 2.50759, 0.92985)
C (2.05378, 2.02531, 1.01561)
C (2.20092, 1.28819, 2.22009)
C (3.45740, 0.66104, 2.70451)
H (4.23473, 0.70218, 1.92935)
H (3.28687, -0.39243, 2.97297)
H (3.83860, 1.19686, 3.59221)
C (0.95430, 1.32664, 2.91268)
C (0.67797, 0.70369, 4.22804)
H (0.65561, 1.46543, 5.02928)
H (1.45952, -0.03342, 4.45326)
H (-0.29394, 0.19020, 4.22064)
C (0.04039, 2.11829, 2.14163)
C (-1.37688, 2.39018, 2.48758)
H (-1.78831, 1.51359, 3.01205)
H (-1.94962, 2.57230, 1.56466)
H (-1.54310, 3.26891, 3.13557)
C (3.17826, 2.30990, 0.10080)
H (3.92392, 3.00710, 0.52673)
H (2.80021, 2.74102, -0.83091)
H (3.70694, 1.37143, -0.11849)
C (0.09647, 3.23909, -0.21702)
H (-0.91520, 2.83582, -0.40854)
H (0.70452, 3.08832, -1.12416)
H (-0.01601, 4.32871, -0.05494)
C (-2.13614, -3.86772, 2.47936)
H (-3.03888, -3.91682, 3.07726)
C (-2.05670, -4.79645, 1.43197)
H (-2.77523, -5.60261, 1.35156)
C (-0.98925, -4.64781, 0.55475)
H (-0.88636, -5.27924, -0.30825)
C (-0.03957, -3.66615, 0.75478)
H (0.80434, -3.46118, 0.08959)
C (-0.16752, -2.79443, 1.89999)
C (0.72177, -1.74738, 2.17444)
H (1.37883, -1.84639, 3.06063)
C (2.05696, -0.88631, -0.47879)
C (3.70620, -2.19315, -1.15364)
H (4.48635, -2.94067, -1.07375)
C (3.18803, -1.63979, -2.30172)
H (3.42570, -1.80418, -3.34672)
N (2.14314, -0.82054, -1.88118)
C (1.26872, -0.01860, -2.69174)
C (1.78618, 1.14303, -3.29134)
C (0.93315, 1.94652, -4.05062)
H (1.34231, 2.83551, -4.52793)
C (-0.40289, 1.60536, -4.23636)
C (-1.28580, 2.42967, -5.11485)
H (-2.19975, 2.73790, -4.59904)
H (-1.59925, 1.87689, -6.00720)
H (-0.76357, 3.32693, -5.44807)
C (-0.90201, 0.45056, -3.64115)
H (-1.93604, 0.15857, -3.83073)
C (-0.09795, -0.35888, -2.82844)
C (-0.66568, -1.61835, -2.22769)
H (-0.58697, -2.46189, -2.93437)
H (-1.73650, -1.50418, -2.00245)
H (-0.16032, -1.95995, -1.30634)
C (3.21841, 1.53272, -3.12742)
H (3.80286, 1.29439, -4.02599)
H (3.70706, 1.04397, -2.27989)
H (3.29873, 2.61850, -2.98466)
C (-5.58816, -0.47127, 0.50377)
N (-4.25668, -0.57878, 1.07367)
C (-3.94323, -0.87543, 2.40296)
C (-2.58072, -0.75881, 2.48666)
N (-2.06029, -0.49568, 1.21556)
C (-3.11773, -0.36650, 0.39187)
H (-6.11226, -1.42904, 0.60755)
H (-6.16034, 0.30740, 1.02613)
H (-5.50096, -0.20926, -0.56043)
H (-4.70140, -1.12951, 3.13408)
H (-1.91114, -0.87944, 3.32644)
H (-3.06595, -0.06665, -0.66347)

Population analysis type Mulliken, resulting atomic charges in e: atom 1 (Tb): -0.92, atom 2 (N): -0.40, atom 3 (N): -0.36, atom 4 (C): 0.38, atom 5 (C): 0.74, atom 6 (C): 0.53, atom 7 (C): -1.90, atom 8 (H): 0.37, atom 9 (H): 0.24, atom 10 (H): 0.38, atom 11 (C): 0.82, atom 12 (C): -1.36, atom 13 (H): 0.31, atom 14 (H): 0.34, atom 15 (H): 0.18, atom 16 (C): 0.60, atom 17 (C): -1.07, atom 18 (H): 0.34, atom 19 (H): 0.17, atom 20 (H): 0.30, atom 21 (C): -1.60, atom 22 (H): 0.27, atom 23 (H): 0.39, atom 24 (H): 0.22, atom 25 (C): -1.28, atom 26 (H): 0.25, atom 27 (H): 0.20, atom 28 (H): 0.27, atom 29 (C): -0.13, atom 30 (H): 0.41, atom 31 (C): -0.81, atom 32 (H): 0.39, atom 33 (C): -0.21, atom 34 (H): 0.42, atom 35 (C): -0.25, atom 36 (H): 0.43, atom 37 (C): -0.22, atom 38 (C): 0.10, atom 39 (H): 0.03, atom 40 (C): -0.15, atom 41 (C): -1.23, atom 42 (H): 0.44, atom 43 (C): -0.12, atom 44 (H): 0.42, atom 45 (N): 0.82, atom 46 (C): -0.16, atom 47 (C): 1.28, atom 48 (C): -0.98, atom 49 (H): 0.27, atom 50 (C): 1.26, atom 51 (C): -1.58, atom 52 (H): 0.33, atom 53 (H): 0.34, atom 54 (H): 0.36, atom 55 (C): -1.34, atom 56 (H): 0.40, atom 57 (C): 1.39, atom 58 (C): -1.28, atom 59 (H): 0.38, atom 60 (H): 0.26, atom 61 (H): 0.08, atom 62 (C): -2.07, atom 63 (H): 0.37, atom 64 (H): 0.24, atom 65 (H): 0.48, atom 66 (C): -0.99, atom 67 (N): 0.23, atom 68 (C): -1.25, atom 69 (C): -0.61, atom 70 (N): 0.88, atom 71 (C): -0.38, atom 72 (H): 0.34, atom 73 (H): 0.33, atom 74 (H): 0.28, atom 75 (H): 0.48, atom 76 (H): 0.64, atom 77 (H): 0.25

***

Record 2
Entry from the Open Molecules 2025 dataset: a structure of composition C32H39N5Tm at a distorted geometry (wB97M-V/def2-TZVPD).

Values from the calculation:
Kohn-Sham gap (spin up / spin down) ... 3.52 / 3.59 eV
Expectation value of S² ... 2.006
Total charge ... -1
Multiplicity ... 3

Geometry (Å):
Tm (0.07488, -0.19733, 0.00001)
N (2.83789, 1.15804, -2.38111)
N (-2.17008, 0.57922, -1.89375)
C (-0.25315, -0.71325, 2.11015)
C (-1.41905, 0.09753, 1.73187)
C (-0.95481, 1.44244, 1.37558)
C (-1.84662, 2.57188, 0.98334)
H (-2.86244, 2.19477, 0.84948)
H (-1.51906, 3.05280, 0.05297)
H (-1.83928, 3.32921, 1.77732)
C (0.48967, 1.48407, 1.52396)
C (1.37697, 2.66148, 1.34205)
H (1.58364, 3.08201, 2.33415)
H (0.89762, 3.43253, 0.73669)
H (2.32841, 2.39088, 0.87578)
C (0.95210, 0.14165, 1.96761)
C (2.33170, -0.26767, 2.24714)
H (3.04154, 0.14156, 1.52136)
H (2.43926, -1.35430, 2.24271)
H (2.59959, 0.11437, 3.22380)
C (-2.83424, -0.31123, 1.80576)
H (-3.32272, 0.21976, 2.62660)
H (-2.93290, -1.38185, 1.98116)
H (-3.35464, -0.06063, 0.87126)
C (-0.24636, -2.09879, 2.61999)
H (0.61856, -2.66613, 2.25260)
H (-1.15360, -2.63866, 2.34320)
H (-0.18591, -2.05882, 3.71432)
C (3.60016, 0.92900, -3.41548)
H (4.65016, 1.23069, -3.33138)
C (3.13935, 0.31264, -4.60654)
H (3.82298, 0.14333, -5.43524)
C (1.79380, -0.06202, -4.67190)
H (1.38892, -0.53968, -5.56487)
C (0.96827, 0.19336, -3.59469)
H (-0.09103, -0.06171, -3.58638)
C (1.50325, 0.83698, -2.43115)
C (0.76176, 1.20045, -1.39661)
H (0.42789, 2.18710, -1.18828)
C (-1.68017, -0.39874, -1.21875)
C (-3.17753, 0.01015, -2.64024)
H (-3.77753, 0.59751, -3.29445)
C (-3.23906, -1.33534, -2.38416)
H (-3.85733, -2.12655, -2.73202)
N (-2.24072, -1.60063, -1.45603)
C (-1.92320, -2.90135, -0.92310)
C (-2.81426, -3.46713, -0.00291)
C (-2.50818, -4.74570, 0.50261)
H (-3.17703, -5.19563, 1.24196)
C (-1.36439, -5.43990, 0.09055)
C (-1.01675, -6.78329, 0.69362)
H (-0.00438, -6.77027, 1.11792)
H (-1.04742, -7.58636, -0.05740)
H (-1.70840, -7.04837, 1.50202)
C (-0.53600, -4.86041, -0.87964)
H (0.34560, -5.40015, -1.23623)
C (-0.80256, -3.58577, -1.41227)
C (0.05325, -2.99947, -2.49763)
H (-0.26679, -3.34516, -3.49556)
H (1.10946, -3.28223, -2.37214)
H (-0.00543, -1.89921, -2.52018)
C (-4.03912, -2.72499, 0.43207)
H (-4.95034, -3.12391, -0.02938)
H (-3.97860, -1.67623, 0.13153)
H (-4.16923, -2.76564, 1.52769)
C (5.31866, -3.16402, -0.70905)
N (4.28855, -2.11959, -0.64664)
C (4.67053, -0.79640, -0.62404)
C (3.56115, -0.07064, -0.49204)
N (2.45095, -0.91640, -0.44248)
C (2.92564, -2.13904, -0.53429)
H (5.92027, -3.01485, -1.61855)
H (5.99441, -3.04183, 0.15001)
H (4.85871, -4.14779, -0.69700)
H (5.71358, -0.45437, -0.65668)
H (3.61139, 0.99466, -0.33343)
H (2.34980, -3.05186, -0.48691)

Population analysis type Mulliken, resulting atomic charges in e: atom 1 (Tm): -0.94, atom 2 (N): -0.44, atom 3 (N): -0.48, atom 4 (C): 0.53, atom 5 (C): 1.27, atom 6 (C): 0.87, atom 7 (C): -1.92, atom 8 (H): 0.37, atom 9 (H): 0.27, atom 10 (H): 0.38, atom 11 (C): 0.65, atom 12 (C): -1.23, atom 13 (H): 0.34, atom 14 (H): 0.31, atom 15 (H): 0.14, atom 16 (C): 0.79, atom 17 (C): -1.11, atom 18 (H): 0.25, atom 19 (H): 0.28, atom 20 (H): 0.40, atom 21 (C): -1.85, atom 22 (H): 0.38, atom 23 (H): 0.31, atom 24 (H): 0.29, atom 25 (C): -1.42, atom 26 (H): 0.24, atom 27 (H): 0.32, atom 28 (H): 0.30, atom 29 (C): -0.25, atom 30 (H): 0.39, atom 31 (C): -0.78, atom 32 (H): 0.35, atom 33 (C): -0.34, atom 34 (H): 0.40, atom 35 (C): 0.02, atom 36 (H): 0.34, atom 37 (C): -0.56, atom 38 (C): -0.08, atom 39 (H): 0.29, atom 40 (C): 0.03, atom 41 (C): -1.55, atom 42 (H): 0.53, atom 43 (C): -0.20, atom 44 (H): 0.47, atom 45 (N): 1.06, atom 46 (C): 0.00, atom 47 (C): 1.19, atom 48 (C): -1.10, atom 49 (H): 0.28, atom 50 (C): 1.03, atom 51 (C): -1.52, atom 52 (H): 0.33, atom 53 (H): 0.32, atom 54 (H): 0.35, atom 55 (C): -1.15, atom 56 (H): 0.39, atom 57 (C): 1.10, atom 58 (C): -1.25, atom 59 (H): 0.37, atom 60 (H): 0.35, atom 61 (H): -0.02, atom 62 (C): -2.02, atom 63 (H): 0.37, atom 64 (H): 0.35, atom 65 (H): 0.44, atom 66 (C): -1.00, atom 67 (N): 0.21, atom 68 (C): -0.93, atom 69 (C): -0.97, atom 70 (N): 0.89, atom 71 (C): -0.91, atom 72 (H): 0.32, atom 73 (H): 0.33, atom 74 (H): 0.33, atom 75 (H): 0.44, atom 76 (H): 0.60, atom 77 (H): 0.47

***

Record 3
Entry from the Open Molecules 2025 dataset: a structure of composition C32H40BrN4O4S5Ti at a distorted geometry (wB97M-V/def2-TZVPD).

Values from the calculation:
Kohn-Sham gap (spin up / spin down) ... 6.31 / 6.30 eV
Energy above the lowest of the compared OMol25 structures with the same formula, charge and spin ... 176.5 kJ/mol
Total charge ... +1

Geometry (Å):
Ti (-0.31697, -0.70427, 0.25640)
C (0.40732, 0.22246, -4.83019)
C (-0.45503, -1.01683, -4.61667)
S (-0.29080, -1.87927, -3.04192)
C (1.23133, -2.83103, -3.19916)
C (2.50257, -2.02426, -2.88521)
S (2.46519, -1.29792, -1.23338)
C (3.70491, -0.02755, -1.32071)
C (3.32027, 1.07950, -0.33237)
S (1.61579, 1.68552, -0.39949)
C (1.73264, 2.78525, -1.83263)
C (1.67522, 2.17126, -3.22358)
S (0.08531, 1.38867, -3.50300)
H (0.16903, 0.66082, -5.80069)
H (1.46965, -0.02183, -4.83299)
H (-0.27066, -1.74486, -5.40950)
H (-1.51244, -0.74509, -4.65387)
H (1.28112, -3.23504, -4.21035)
H (1.13250, -3.66274, -2.50178)
H (2.62619, -1.21847, -3.60751)
H (3.37424, -2.67848, -2.93301)
H (3.77776, 0.35653, -2.33773)
H (4.67490, -0.45678, -1.06349)
H (3.97404, 1.94050, -0.48202)
H (3.46108, 0.73763, 0.69414)
H (2.66872, 3.33509, -1.71916)
H (0.90410, 3.48207, -1.69297)
H (2.45723, 1.42509, -3.36292)
H (1.82839, 2.96098, -3.96153)
O (0.44291, -2.62984, 0.24925)
S (1.02641, -2.55774, 1.65032)
O (0.32651, -3.30887, 2.63689)
N (0.97580, -0.93858, 1.81978)
C (0.47860, -0.51760, 3.10953)
C (1.06824, -0.80872, 4.32608)
C (0.40366, -0.45653, 5.48638)
C (-0.82356, 0.19708, 5.40324)
C (-1.39612, 0.50342, 4.17914)
C (-2.67243, 1.29973, 4.05665)
C (-3.32453, 1.03878, 2.72582)
C (-2.67287, 0.55426, 1.68210)
N (-1.30380, 0.13778, 1.70613)
C (-0.74333, 0.09576, 3.02317)
C (2.67912, -3.06734, 1.68433)
C (2.89375, -4.44253, 1.64449)
C (4.19444, -4.91016, 1.71375)
C (5.25050, -4.01368, 1.82532)
C (5.01588, -2.64611, 1.88304)
C (3.72024, -2.15828, 1.82035)
H (2.02179, -1.32244, 4.36436)
H (0.83427, -0.69364, 6.44942)
H (-1.35467, 0.46207, 6.30998)
H (-3.34724, 1.11783, 4.89318)
H (-4.37005, 1.29106, 2.59894)
H (-3.19544, 0.43780, 0.74639)
H (2.06053, -5.12972, 1.57334)
H (4.38261, -5.97528, 1.69556)
H (6.26440, -4.38729, 1.88365)
H (5.84337, -1.95694, 1.98798)
H (3.51368, -1.09994, 1.89498)
Br (-7.02942, 0.64716, -4.49772)
C (-5.50849, 0.31390, -3.46748)
C (-4.50666, 1.27757, -3.40991)
C (-3.38316, 1.02780, -2.64124)
C (-3.28751, -0.17156, -1.94447)
C (-4.28936, -1.13239, -2.00604)
C (-5.41375, -0.88947, -2.77561)
C (-2.13155, -0.39883, -1.07943)
O (-2.01775, -1.44696, -0.35554)
O (-1.20113, 0.48003, -0.97419)
H (-4.61167, 2.20471, -3.95469)
H (-2.58472, 1.75457, -2.57668)
H (-4.18716, -2.05397, -1.44817)
H (-6.21039, -1.61673, -2.83964)
N (-2.03180, 3.81386, 3.52068)
C (-2.20729, 3.76276, 2.06886)
C (-0.92862, 3.26985, 1.42069)
N (-0.99649, 3.10783, -0.03276)
H (-2.64635, 4.48774, 3.95714)
H (-1.08328, 4.08041, 3.75633)
H (-2.41466, 2.36299, 4.10105)
H (-2.47033, 4.73612, 1.63383)
H (-3.02037, 3.07254, 1.82257)
H (-0.63862, 2.31187, 1.86115)
H (-0.12480, 3.98095, 1.63535)
H (-1.41614, 3.92046, -0.46979)
H (-1.54479, 2.29549, -0.29048)

Population analysis type Mulliken, resulting atomic charges in e: atom 1 (Ti): -0.90, atom 2 (C): -0.97, atom 3 (C): -0.96, atom 4 (S): 0.37, atom 5 (C): -1.08, atom 6 (C): -0.86, atom 7 (S): 0.78, atom 8 (C): -1.09, atom 9 (C): -1.21, atom 10 (S): 0.63, atom 11 (C): -1.21, atom 12 (C): -0.63, atom 13 (S): 0.29, atom 14 (H): 0.53, atom 15 (H): 0.37, atom 16 (H): 0.56, atom 17 (H): 0.37, atom 18 (H): 0.60, atom 19 (H): 0.40, atom 20 (H): 0.22, atom 21 (H): 0.56, atom 22 (H): 0.54, atom 23 (H): 0.51, atom 24 (H): 0.68, atom 25 (H): 0.19, atom 26 (H): 0.64, atom 27 (H): 0.31, atom 28 (H): 0.04, atom 29 (H): 0.56, atom 30 (O): -0.37, atom 31 (S): 0.94, atom 32 (O): -0.60, atom 33 (N): 0.38, atom 34 (C): -0.26, atom 35 (C): -0.71, atom 36 (C): -1.02, atom 37 (C): -0.96, atom 38 (C): 0.28, atom 39 (C): -0.56, atom 40 (C): -1.21, atom 41 (C): -0.35, atom 42 (N): 1.78, atom 43 (C): 0.48, atom 44 (C): 0.41, atom 45 (C): -0.60, atom 46 (C): -0.73, atom 47 (C): -0.51, atom 48 (C): -0.92, atom 49 (C): 0.14, atom 50 (H): 0.54, atom 51 (H): 0.43, atom 52 (H): 0.49, atom 53 (H): 0.67, atom 54 (H): 0.32, atom 55 (H): 0.15, atom 56 (H): 0.50, atom 57 (H): 0.44, atom 58 (H): 0.43, atom 59 (H): 0.46, atom 60 (H): 0.44, atom 61 (Br): -0.14, atom 62 (C): 0.01, atom 63 (C): -0.99, atom 64 (C): -0.04, atom 65 (C): 0.25, atom 66 (C): -0.87, atom 67 (C): -0.67, atom 68 (C): 1.42, atom 69 (O): -0.61, atom 70 (O): -0.10, atom 71 (H): 0.49, atom 72 (H): 0.42, atom 73 (H): 0.51, atom 74 (H): 0.47, atom 75 (N): -0.50, atom 76 (C): -0.63, atom 77 (C): -0.58, atom 78 (N): -0.10, atom 79 (H): 0.25, atom 80 (H): 0.24, atom 81 (H): 0.32, atom 82 (H): 0.50, atom 83 (H): 0.09, atom 84 (H): -0.22, atom 85 (H): 0.71, atom 86 (H): 0.34, atom 87 (H): -0.25